(1)
This record from the Open Molecules 2025 dataset describes a molecular structure, C4H6N2P4 at a distorted geometry. The level of theory is ωB97M-V with the def2-TZVPD basis set.

The geometry in XYZ format:
```
16
Properties=species:S:1:pos:R:3:forces:R:3
C 2.88202 0.27798 -0.53259 -2.6 -1.2 0.0
P -0.93423 -0.57528 -1.25296 0.9 0.0 -0.6
H -1.40042 2.68058 1.00723 -0.5 1.1 0.4
H -0.65016 1.05904 1.01380 -1.1 0.2 0.2
H 1.66365 0.06711 -2.29956 -0.3 0.3 -2.3
H 3.85408 0.46297 -0.92754 0.5 0.3 0.0
C -1.89248 -1.20743 0.07016 -0.5 -1.5 1.8
H -2.91208 -1.55174 -0.29411 1.2 0.6 0.7
H -2.52669 -2.19497 2.06037 -0.5 -0.3 0.1
C -1.34674 1.75533 0.50382 1.8 -0.7 -0.6
N 2.61812 -0.04383 0.75866 3.1 1.0 0.3
P -1.56015 1.55541 -1.11899 -1.1 0.8 0.1
P -1.32448 -1.58655 1.68061 -1.6 0.1 -1.9
N 0.61846 -0.30234 -0.51561 1.3 -0.4 -0.1
P 1.18386 -0.48194 1.12260 -0.7 0.0 0.0
C 1.72722 0.08566 -1.27588 0.2 -0.1 2.1
```
Forces are in eV/Å.

Properties
Total energy: -1630.83476 a.u.
Orbital gap: 7.7 eV
HOMO energy: -8.610 eV
Energy relative to the best compared isomer or geometry (same formula, charge and spin): 0.9994 eV

---

(2)
This record from the Open Molecules 2025 dataset describes a molecular structure, C35H53N4OP2SSn at a distorted geometry. The level of theory is ωB97M-V with the def2-TZVPD basis set.

The geometry in XYZ format:
```
97
Properties=species:S:1:pos:R:3:forces:R:3
H -0.65476 2.65869 4.89339 0.3 0.2 -0.3
C -2.25559 -4.23595 1.48780 0.6 -0.5 0.4
H 2.60572 -2.36914 0.12326 0.3 -0.1 -0.3
C 0.73657 0.10947 5.37661 0.1 0.1 0.0
H 3.68350 -3.24509 -3.31219 -0.3 0.3 0.1
H -2.99751 3.08556 -2.40344 0.2 0.3 0.0
H -2.61285 -5.27479 1.65678 -0.3 0.9 -0.2
H -1.84330 2.02431 1.40049 0.0 0.3 0.2
H 0.93094 2.74555 0.82968 -0.1 0.3 0.4
C -0.41675 6.00326 -2.07416 0.1 -0.7 0.3
H 2.15460 -4.67995 -1.89879 -0.3 0.3 0.0
H 3.73917 -3.30847 -0.88053 -0.3 0.4 0.0
C 1.38906 -3.88715 -1.98806 0.0 -0.1 -0.1
C -1.62043 -0.06471 4.42837 -0.1 0.1 0.1
H 5.81551 1.65067 -0.15867 -0.5 -0.1 0.1
C 0.09396 -1.80889 3.94138 0.1 -0.1 0.0
H -1.83765 7.17741 -3.21856 0.1 -0.4 0.2
C -2.28101 3.90717 -2.31765 -0.7 0.6 -0.6
N -3.11316 -3.54003 0.54306 -0.6 1.1 -0.7
H -3.48655 5.31068 -3.42799 0.4 -0.1 0.2
H 0.71565 -3.97403 -1.12130 0.2 0.0 -0.3
C -1.06669 3.70358 -1.61534 0.5 -1.9 0.9
H -1.95495 -0.73578 5.24169 0.2 0.2 -0.3
H 0.33288 4.25209 1.59220 0.2 -0.4 0.1
H 3.51667 -1.47917 -3.36829 -0.2 -0.4 0.0
H -2.12937 -0.05087 -4.05018 0.3 0.0 0.2
C -3.16241 -2.23032 0.16793 0.5 0.0 0.5
C 0.02128 -1.58205 -4.66974 0.1 -0.1 0.0
C 3.98438 1.14921 -1.24038 -0.8 -0.3 0.0
C -0.13166 4.76426 -1.49597 0.3 1.1 -0.2
H -1.92268 -2.18481 -1.82483 0.2 -0.1 -0.5
S -2.32696 -0.95638 0.80672 -0.5 1.9 1.4
C -1.31571 0.04610 -3.30797 -0.1 0.1 0.0
O 0.64552 -3.28605 1.27461 0.0 -0.4 -0.1
H 0.65792 1.17631 5.62594 0.0 -0.5 -0.1
H 0.30476 6.82110 -1.97975 -0.3 -0.3 0.0
C -0.15326 2.46634 2.74510 -0.1 -0.2 -0.4
C 2.19883 0.65612 2.56107 -0.2 -0.1 -0.6
H -0.80633 -1.52220 -5.40127 0.3 0.0 0.3
H -2.22429 -0.29178 3.53231 0.2 0.1 0.4
C 1.81493 0.39669 -2.29699 -0.5 0.0 0.1
P 0.78925 -1.11205 -1.89583 1.4 -0.5 -3.2
N -0.48959 1.42680 -0.51671 -0.3 -1.1 0.3
H -2.38028 -2.39146 -3.54168 0.3 0.0 0.3
H 0.81576 -4.08456 -2.90878 0.3 0.1 0.3
H -4.45932 -1.11797 -1.13599 0.7 -1.2 0.8
H 2.43149 0.29204 -3.20370 -0.3 -0.1 0.4
C 2.09870 -2.51849 -2.03845 0.0 0.0 0.2
H -0.61776 -2.21297 3.20690 0.2 0.1 0.3
H -1.88002 3.65586 2.13938 0.1 -0.5 0.0
N -4.16371 -2.02682 -0.71327 0.1 0.2 0.0
H 1.06589 2.98241 4.50144 -0.4 0.1 -0.1
H -1.83489 0.96886 4.74395 0.1 -0.5 -0.1
H 0.79177 -0.85355 -4.97664 -0.3 -0.3 0.1
H -1.07904 -3.38734 -2.84084 -0.2 0.4 0.0
C -0.12198 -0.30267 4.16188 -0.1 -0.2 -0.2
H -0.68727 0.90044 -3.61246 -0.3 -0.3 0.2
H -0.19242 4.17184 4.07983 0.1 -0.5 -0.1
H -2.22779 -3.71272 2.46327 0.2 -0.2 -0.7
C 4.77045 1.33283 -0.06995 -0.3 -0.1 0.6
H 1.79830 -0.13375 5.20325 -0.4 0.1 0.1
C 2.67649 0.70011 -1.08620 0.9 0.2 0.1
C 2.83651 0.73046 1.31700 -0.4 -0.1 -0.3
C -4.74378 -3.22358 -0.91585 -0.9 -2.2 -0.2
C -1.63143 2.59190 2.31896 -0.2 0.0 0.0
H -5.59217 -3.40359 -1.56025 0.2 0.2 0.0
H -0.07087 -2.33621 4.89994 0.0 0.2 -0.4
C 4.21899 1.11616 1.17289 0.3 0.1 -0.4
H 1.76699 3.39644 2.24525 -0.4 0.0 -0.1
H 0.40077 -0.46794 6.25875 0.1 0.2 -0.4
C -0.77249 2.44803 -1.02689 -0.6 2.9 -1.5
H 4.80664 1.26691 2.08331 -0.2 -0.1 -0.4
C -0.53439 -1.28409 -3.26602 -0.1 0.1 0.3
H 3.74347 -1.52613 -0.95529 -0.2 -0.3 0.0
C 0.02774 3.08821 4.14246 0.1 -0.1 0.2
H 0.44667 -2.59571 -4.73946 -0.2 0.4 0.0
C -1.52973 -2.38419 -2.83474 0.0 -0.1 -0.1
H 4.39365 1.31933 -2.23947 -0.2 -0.1 0.4
H -1.76872 0.26528 -2.32903 0.1 0.0 -0.3
C 0.77354 3.25615 1.78986 0.1 0.1 -0.1
H 0.80000 4.59972 -0.94696 -0.3 0.1 -0.2
P 0.42150 0.61874 2.57637 0.7 1.6 2.8
H -4.34170 -5.20893 -0.06672 0.2 0.3 0.1
C 0.48230 -2.16151 0.98014 1.5 -4.0 1.5
H 1.09712 1.21624 -2.47273 0.3 -0.2 0.1
H 2.77426 0.94362 3.44788 -0.3 -0.2 -0.4
C -2.54765 5.15435 -2.88742 0.2 -0.6 0.3
H 1.12010 -2.02439 3.60134 -0.4 0.0 0.2
C -1.62078 6.20287 -2.76939 -0.1 0.3 -0.2
C 2.94556 -2.42155 -3.32646 0.0 0.1 -0.2
C 3.09490 -2.40986 -0.85739 0.1 0.0 0.1
C -4.09896 -4.15505 -0.13889 -1.9 -0.4 -1.6
H -2.30978 2.21969 3.10264 0.2 0.2 -0.3
N 2.11806 0.45974 0.13890 1.0 0.5 0.3
H 2.35700 -2.52104 -4.24878 0.3 0.0 0.4
H -1.27005 -4.36433 1.03093 0.0 0.4 0.5
Sn 0.07468 -0.37957 0.33937 -0.1 3.5 -0.8
```
Forces are in eV/Å.

Properties
Total energy: -2954.55082 a.u.
Orbital gap (alpha / beta): 4.1 / 6.1 eV
HOMO energy (alpha / beta): -6.800 / -8.729 eV
Charge: +1
Energy relative to the best compared isomer or geometry (same formula, charge and spin): 2.0295 eV

---

(3)
This record from the Open Molecules 2025 dataset describes a molecular structure, C35H43N9STi at a distorted geometry. The level of theory is ωB97M-V with the def2-TZVPD basis set.

The geometry in XYZ format:
```
89
Properties=species:S:1:pos:R:3:forces:R:3
C -2.04023 3.70710 -3.78809 -0.1 -0.3 0.1
C -2.67176 3.10172 0.29606 -0.3 0.0 -0.4
H 1.47552 -2.07122 3.24953 -0.1 0.1 0.0
H 3.41557 2.23672 -3.67039 -0.1 -0.1 0.3
H -2.14057 4.43486 -2.98850 0.0 0.0 0.0
H 3.35000 -0.56558 3.59606 0.0 0.0 0.0
H -4.21981 4.31728 -1.99917 0.0 0.0 0.0
H 0.44100 5.57503 2.35122 0.0 -0.3 0.0
H -2.52247 4.15399 0.54092 0.0 0.1 0.0
H 0.57529 4.01645 0.07160 0.0 0.0 0.0
H -4.43429 2.62711 -2.48456 0.1 -0.1 -0.1
H 3.22967 -2.74695 -0.56295 0.0 0.0 0.0
C -0.71783 -2.19774 -1.23671 0.0 0.2 -0.2
H -0.51165 -1.12028 -3.10434 -0.1 -0.1 0.1
C 0.95508 -1.20302 3.64215 -0.1 0.0 0.0
S -1.80886 -0.18495 1.55457 -1.1 0.1 -0.2
H -4.87436 3.13076 -0.86014 0.0 0.0 0.0
C -1.96262 2.17362 -1.88209 0.1 -0.3 0.6
C -0.40773 -0.17347 5.36009 -0.1 -0.1 0.3
C 0.98831 -0.02313 2.89406 0.9 0.1 -0.5
H 7.79440 -0.79202 0.58000 -0.1 -0.1 0.1
C 0.30914 3.58076 3.27539 0.0 0.3 0.8
H 4.87727 0.57391 -2.13591 -0.3 0.1 0.0
N 1.63359 0.07784 1.63148 1.3 -0.4 1.0
H -2.83180 3.88112 -4.51905 0.0 -0.1 0.0
C 0.47730 3.71149 1.10180 0.1 1.0 -0.3
C -0.36922 1.00206 4.62775 -0.4 0.2 0.4
C 2.65819 -3.17610 0.25892 -0.2 0.0 0.1
H 7.61279 -1.77732 2.03679 -0.1 0.0 -0.1
C 5.11961 -0.98070 2.49294 -0.2 0.0 0.4
H -3.56667 2.74098 0.79883 -0.1 0.0 0.1
C -2.02950 -3.64361 2.02863 0.1 -0.1 -0.2
C 3.86662 0.92075 -1.98214 0.3 -0.4 0.4
C 3.12146 1.76530 -2.73911 -0.5 0.5 -0.5
N 0.41182 2.43367 1.38433 -0.1 0.4 1.2
H -1.84794 2.53177 0.66810 0.3 -0.3 0.1
N 1.88866 1.15190 -0.92858 1.9 0.1 -1.1
H -1.65243 -2.46745 -3.15614 0.0 0.1 0.1
Ti 0.26971 0.69830 0.29638 -1.3 -1.3 -0.8
H 5.67485 -1.27356 3.38390 -0.1 0.0 -0.1
H 5.48357 -0.53275 -0.78537 0.0 0.0 0.2
H -1.98433 1.49631 -5.13322 0.0 0.0 0.0
H -1.05537 0.64147 7.26696 0.0 -0.1 -0.1
C -1.28166 -1.64824 -2.52928 0.0 -0.2 0.2
C 4.99800 -0.54630 0.18404 0.2 0.0 -0.2
C -1.19957 -0.25264 6.65249 0.2 0.0 -0.2
C -4.15715 3.27720 -1.66518 0.5 0.0 0.2
H -0.46975 1.36522 -4.22424 0.0 0.0 0.0
H 0.26420 3.71067 4.35083 0.0 0.0 -0.3
C 3.68892 -0.09387 0.30038 -0.1 0.5 -1.0
C 0.27072 -1.27695 4.84425 0.0 -0.2 0.1
H 0.68162 -3.89632 1.94309 -0.1 0.2 -0.2
H -1.86730 0.33803 -3.81389 0.0 0.2 -0.1
H -2.26950 -0.34190 6.45246 0.0 0.0 0.0
N -2.82282 2.92560 -1.14671 -0.2 0.1 0.1
H -0.58090 0.91747 -2.12427 0.2 0.1 -0.1
H -1.77292 -3.09120 2.93552 0.0 0.0 0.0
H -1.95965 -4.71503 2.25349 0.0 0.1 -0.1
C -1.57872 -2.71237 -0.27287 -0.1 -0.4 -0.2
N -1.07932 1.34868 -1.35612 -0.5 0.7 -0.6
H -1.07955 3.87653 -4.28363 0.1 0.0 0.0
C 5.73642 -1.02323 1.25482 0.4 -0.1 -0.2
H -3.06548 -3.40679 1.78031 0.1 0.0 0.0
C -3.06237 -0.34710 0.40426 0.1 0.4 0.0
H -0.89949 -1.11918 7.24359 0.0 0.0 0.0
N -2.10075 2.34201 -3.24943 -0.1 0.2 -0.3
C 3.80132 -0.57989 2.61579 0.2 -0.1 0.1
C 1.17511 -2.89629 0.11398 0.3 0.1 -0.1
H -2.12419 -0.97509 -2.32923 0.2 -0.2 0.0
H 3.07185 -2.78049 1.19524 -0.1 -0.1 -0.2
H -2.65314 -2.65901 -0.43975 0.3 0.0 0.0
N -3.90864 -0.45954 -0.39283 0.6 0.2 0.6
H 0.25205 -2.21993 5.39334 0.0 0.2 -0.1
N 0.31321 2.36160 2.73153 0.1 -1.5 0.3
H 1.33041 -1.80606 -1.74188 0.1 0.0 -0.1
C 0.30930 1.07526 3.43206 0.1 1.0 -0.7
C 0.65732 -2.21959 -1.00140 -0.1 -0.3 0.2
H -0.91077 1.87684 4.98902 0.1 -0.2 -0.1
C 0.40679 4.49716 2.26306 0.0 0.4 -0.3
H 2.82535 -4.25743 0.25697 0.0 0.1 0.0
N 3.13350 0.56539 -0.89593 -0.1 -0.5 1.1
C -1.09340 -3.24470 0.90901 0.0 -0.2 0.2
C 3.00458 -0.20175 1.52124 -1.4 0.3 0.3
C 0.28895 -3.38204 1.05820 -0.2 -0.2 0.3
C -1.56494 1.32976 -4.13960 -0.1 0.1 -0.1
H 1.06638 2.52216 -2.27476 -0.2 0.0 -0.1
H 7.18249 -2.44020 0.45762 0.0 0.1 0.1
C 7.15764 -1.53466 1.07211 -0.2 0.1 0.0
C 1.90948 1.89847 -2.04287 0.1 -0.1 0.1
```
Forces are in eV/Å.

Properties
Total energy: -3100.00688 a.u.
Orbital gap (alpha / beta): 5.7 / 7.2 eV
HOMO energy (alpha / beta): -5.368 / -6.928 eV
Multiplicity: 3
Energy relative to the best compared isomer or geometry (same formula, charge and spin): 1.1075 eV

---

(4)
This record from the Open Molecules 2025 dataset describes a molecular structure, C6H12O2 at a distorted geometry. The level of theory is ωB97M-V with the def2-TZVPD basis set.

The geometry in XYZ format:
```
20
Properties=species:S:1:pos:R:3:forces:R:3
H 1.83122 -1.75555 1.55516 -1.0 1.2 -3.0
C 0.50476 -1.42588 -0.60658 1.7 -4.7 0.2
H -0.46438 2.20415 -2.65476 0.9 -1.7 4.3
C 1.68256 -1.22097 0.46470 1.9 -2.6 0.3
H -0.37008 2.47858 -0.64903 -0.3 0.2 0.0
H 1.10449 -1.10428 -1.49913 -1.3 -0.9 0.2
H -2.29512 0.80095 0.49778 1.6 0.1 1.3
C -0.21303 -0.24915 -0.12139 4.9 0.8 0.1
H -0.00878 -2.49597 -0.61261 0.9 2.3 -0.5
O -0.81289 -0.57578 1.06843 -3.2 0.1 0.0
C 1.27173 0.18663 0.39758 1.9 2.9 -1.2
H 2.67256 -1.25867 -0.10491 -1.1 -0.8 1.3
H -2.51742 0.32761 2.13416 2.3 -0.1 -0.3
H 1.23255 1.60215 -1.34915 -4.8 0.7 -0.8
H -0.84721 1.34407 1.68881 -2.1 -0.8 -0.1
C -1.63245 0.52611 1.41610 -1.5 1.6 -0.4
C -0.13277 1.75545 -1.41569 2.5 -0.6 -3.4
H 1.44067 0.76265 1.27959 -0.6 0.7 0.8
H 2.08610 0.65671 -0.35504 -2.3 -0.7 1.5
O -0.78078 0.45133 -1.16084 -0.3 2.4 -0.3
```
Forces are in eV/Å.

Properties
Total energy: -386.06393 a.u.
Orbital gap: 10.2 eV
HOMO energy: -9.357 eV
Energy relative to the best compared isomer or geometry (same formula, charge and spin): 6.9724 eV